Entry 1:
Formula: CH2ClNO2
Source: OMol25
Level of theory: ωB97M-V with the def2-TZVPD basis set

Calculated values
LUMO (alpha / beta)	-0.61 / -1.40	eV
E_tot	-19171.3596	eV
HOMO-LUMO gap (alpha / beta)	9.382 / 7.459	eV
HOMO (alpha / beta)	-9.99 / -8.86	eV
relative energy (zero: lowest compared OMol25 entry of this formula, charge and spin)	488.2	kJ/mol

```
! RIJCOSX wB97M-V def2-TZVPD def2/J DEFGRID3
* xyz 0 1
H -1.901 0.078 0.777
N 1.201 0.555 -0.031
H -0.948 0.244 -0.946
Cl -0.556 -1.826 0.042
O 1.817 -0.496 0.022
C -1.139 -0.247 0.023
O 1.527 1.692 0.114
*
```

***

Entry 2:
Formula: C18H25N3O4S
Source: OMol25
Level of theory: ωB97M-V with the def2-TZVPD basis set

Calculated values
LUMO	0.45	eV
E_tot	-42566.4357	eV
HOMO-LUMO gap	8.684	eV
HOMO	-8.24	eV
SMILES	COc1cc(OC)cc(-c2nnc(SCC(=O)N(C(C)C)C(C)C)o2)c1
relative energy (zero: lowest compared OMol25 entry of this formula, charge and spin)	284.3	kJ/mol

```
! RIJCOSX wB97M-V def2-TZVPD def2/J DEFGRID3
* xyz 0 1
H -0.057 -2.765 0.228
H -1.507 -2.522 5.611
S 0.400 -0.782 1.449
H -0.733 -1.780 3.452
H 0.049 -3.098 1.980
C 2.829 2.761 -1.907
H -4.342 -3.674 1.126
O -2.488 -2.651 0.228
C 3.576 2.252 -4.556
N 1.699 -0.737 -2.128
C 1.032 -0.534 -0.133
H -4.053 0.034 1.666
C 3.813 3.495 -3.974
H 2.528 2.921 -0.885
C 3.446 3.756 -2.658
H -1.835 0.413 3.268
C -2.139 -2.714 4.748
H -1.957 -3.729 4.404
C 2.962 1.252 -3.811
H -4.251 -1.698 3.438
H 2.693 0.641 -6.540
H -4.274 -1.215 0.434
H -3.121 -0.124 4.356
C -4.575 -3.364 2.140
N 1.110 -1.383 -1.111
O 3.978 2.117 -5.844
C -2.082 -0.271 4.076
H 2.303 5.263 -0.716
H 4.292 0.069 -5.988
H 3.903 4.695 -0.157
O 3.730 5.004 -2.204
C -3.969 -1.991 2.424
H -5.655 -3.315 2.254
C -1.805 -1.711 3.640
C -1.887 -2.376 1.248
H 4.151 1.005 -7.497
O 1.553 0.668 -0.447
C 1.961 0.472 -1.734
N -2.500 -2.039 2.402
H -5.580 -0.851 1.567
H 3.701 6.365 -0.740
C -0.358 -2.432 1.220
H -4.184 -4.105 2.834
H -1.460 -0.028 4.933
C -4.502 -0.935 1.457
C 2.596 1.521 -2.495
H 4.290 4.268 -4.553
H -3.176 -2.635 5.063
H 2.753 0.273 -4.203
C 3.759 0.882 -6.489
C 3.383 5.333 -0.879
*
```

***

Entry 3:
Formula: C36H86O15
Source: OMol25
Level of theory: ωB97M-V with the def2-TZVPD basis set

Calculated values
LUMO	0.46	eV
E_tot	-69431.2494	eV
HOMO-LUMO gap	9.471	eV
HOMO	-9.01	eV
SMILES	C1CCOC1.C1CCOC1.C1CCOC1.C1CCOC1.C1CCOC1.COCCOC.COCCOC.COCCOC.CO.CO.CO.CO

```
! RIJCOSX wB97M-V def2-TZVPD def2/J DEFGRID3
* xyz 0 1
H 23.213 -11.088 -9.536
H 15.914 -13.733 -6.636
H 17.858 -6.440 -5.093
O 15.402 -10.720 -14.180
O 22.975 -12.523 -10.973
C 18.865 -10.819 -8.072
H 19.155 -11.623 -7.391
H 16.252 -13.374 -9.868
H 23.873 -13.431 -8.759
H 20.170 -14.809 -8.816
H 18.576 -7.633 -7.209
H 25.367 -10.324 -5.667
H 18.309 -9.314 -12.311
O 20.244 -5.873 -8.710
H 19.307 -10.341 -14.989
H 20.760 -4.132 -6.468
C 17.361 -13.328 -12.412
C 19.386 -9.379 -12.519
H 16.003 -10.160 -11.456
H 20.446 -13.306 -9.747
H 15.052 -9.856 -14.415
C 18.618 -8.433 -7.942
H 17.955 -6.139 -2.730
C 21.396 -5.598 -7.902
H 16.548 -10.727 -15.935
O 18.186 -14.279 -11.702
H 11.455 -11.198 -11.158
H 15.693 -7.576 -7.201
H 21.783 -7.337 -10.040
H 24.587 -8.962 -4.920
O 17.300 -10.356 -9.906
C 12.474 -10.945 -10.836
H 17.886 -11.392 -3.468
H 18.121 -13.700 -6.292
H 19.367 -11.136 -4.452
H 12.359 -7.719 -10.264
H 19.134 -13.267 -3.988
H 21.414 -6.254 -7.026
H 20.376 -13.203 -7.985
C 20.071 -8.818 -11.287
C 21.267 -4.167 -7.439
H 12.190 -9.104 -12.073
H 19.521 -8.270 -8.530
H 16.342 -15.473 -6.459
O 18.510 -12.980 -4.660
H 19.632 -9.400 -10.474
C 20.426 -3.531 -8.524
H 19.563 -8.741 -5.060
H 22.877 -12.267 -12.990
O 17.883 -14.243 -7.067
C 19.829 -7.197 -2.524
C 12.876 -9.569 -11.357
H 17.762 -8.398 -8.616
H 23.186 -10.749 -12.082
H 15.516 -14.462 -12.619
H 21.036 -3.341 -9.411
H 19.349 -5.170 -3.117
H 19.619 -6.393 -5.271
O 21.467 -8.915 -11.293
H 21.750 -8.988 -5.678
H 15.014 -9.049 -7.871
C 23.224 -10.577 -5.201
O 18.705 -9.668 -7.231
H 16.183 -11.865 -10.911
H 15.282 -14.801 -10.205
C 15.233 -8.538 -6.927
C 17.606 -11.201 -8.796
C 18.934 -6.177 -3.210
H 17.765 -11.070 -5.199
H 15.265 -12.804 -12.079
H 19.773 -10.704 -8.674
H 24.719 -9.491 -7.777
H 16.725 -11.193 -8.139
C 17.441 -14.927 -10.684
H 19.957 -2.576 -8.289
H 11.009 -9.460 -9.201
H 19.108 -8.729 -15.714
H 15.254 -10.693 -10.013
H 21.621 -11.395 -12.097
H 12.395 -9.278 -8.064
H 22.820 -12.562 -7.642
H 19.754 -7.772 -11.193
C 15.924 -13.669 -11.986
H 23.035 -10.498 -4.126
H 22.355 -5.748 -8.408
H 16.205 -12.333 -15.288
C 22.670 -11.716 -12.078
H 14.299 -8.274 -6.435
C 18.361 -11.560 -4.435
C 16.176 -10.815 -10.604
H 23.990 -8.125 -6.983
C 19.451 -4.676 -8.788
H 13.803 -9.547 -11.933
C 24.428 -9.775 -5.632
C 18.800 -6.731 -4.631
C 16.103 -14.195 -10.582
C 15.807 -11.327 -15.401
H 13.859 -8.474 -9.746
C 12.100 -9.538 -9.078
H 18.685 -4.693 -8.006
H 13.125 -11.761 -11.146
H 16.871 -9.534 -6.645
O 19.367 -8.468 -3.048
H 17.849 -8.608 -4.400
H 17.230 -15.957 -11.004
H 21.562 -11.675 -9.698
H 19.776 -7.220 -1.439
O 16.098 -9.289 -6.105
H 17.673 -12.237 -9.158
H 17.594 -12.332 -12.032
H 20.875 -7.157 -2.848
H 17.537 -13.503 -13.468
C 16.500 -14.561 -7.042
O 22.714 -9.773 -7.298
C 22.614 -11.988 -9.720
H 21.623 -8.877 -9.242
C 22.061 -8.397 -10.121
O 19.721 -8.755 -13.720
C 19.008 -9.301 -14.794
H 23.145 -8.462 -10.155
C 12.852 -8.680 -10.116
C 22.098 -9.976 -6.012
C 22.874 -13.006 -8.642
C 23.992 -9.219 -7.011
H 23.336 -11.637 -5.436
H 22.166 -3.569 -7.270
H 17.985 -14.961 -9.741
H 17.940 -9.307 -14.520
H 14.921 -11.430 -16.038
H 18.989 -4.620 -9.772
C 18.874 -8.242 -4.383
H 21.198 -10.586 -6.087
O 22.050 -14.164 -8.704
O 12.433 -10.869 -9.414
C 20.670 -13.846 -8.822
H 16.196 -14.761 -8.070
H 19.569 -10.464 -12.534
*
```

***

Entry 4:
Formula: H9O5
Source: OMol25
Level of theory: ωB97M-V with the def2-TZVPD basis set

Calculated values
LUMO	3.21	eV
E_tot	-10384.1568	eV
HOMO-LUMO gap	7.881	eV
HOMO	-4.67	eV
relative energy (zero: lowest compared OMol25 entry of this formula, charge and spin)	136.8	kJ/mol

```
! RIJCOSX wB97M-V def2-TZVPD def2/J DEFGRID3
* xyz -1 1
O 1.642 2.350 4.186
H 1.528 1.471 3.827
H 1.383 -0.154 -1.754
H -1.645 -2.109 -0.871
H 1.263 2.969 3.578
H -1.205 0.185 -0.857
O -0.015 -0.819 -1.312
O -2.239 -2.496 -0.213
H -1.238 1.327 0.263
H -0.006 -1.119 -2.261
O 2.271 0.095 -2.080
O -1.693 0.474 -0.106
H 2.079 -0.459 -2.842
H -2.126 -1.714 0.442
*
```